(1)
244
Properties=species:S:1:pos:R:3 method="wB97M-V/def2-TZVPD" e_homo_ha=-0.339 lumo_energy_ev=-8.547 orbital_gap_ev=0.7 total_charge=+4
C 2.94921 9.27721 15.14935
N 2.94273 8.15719 14.17186
C 3.13320 8.42000 12.88065
C 3.19390 7.43631 11.95531
C 2.91877 6.10509 12.32741
C 2.78415 5.77647 13.68830
C 2.78784 6.84378 14.62844
C 2.69729 5.01018 11.33641
C 3.61034 4.77496 10.31143
C 3.32130 3.73592 9.37670
N 2.22306 3.00530 9.52777
C 1.29652 3.22565 10.48341
C 1.51845 4.24467 11.42075
C 2.03856 1.93513 8.54108
H 2.43561 9.01728 16.07497
H 2.45113 10.10267 14.64079
H 4.00865 9.42280 15.36026
H 3.17025 9.45891 12.58792
H 3.39714 7.73292 10.93692
H 2.53343 4.78233 14.02770
H 2.65741 6.81095 15.70003
H 4.43998 5.45209 10.17154
H 4.01247 3.41124 8.61298
H 0.51818 2.47787 10.44592
H 0.80611 4.46734 12.20140
H 1.28888 1.19320 8.81607
H 3.02913 1.48142 8.50882
H 1.83523 2.31322 7.53918
C -0.17307 -2.21375 -7.51156
N -0.05241 -1.28974 -6.35748
C -0.10683 -1.83596 -5.17114
C -0.32418 -1.06762 -4.04136
C -0.31168 0.36456 -4.14686
C -0.10586 0.89524 -5.43595
C -0.00407 0.04289 -6.52117
C -0.39039 1.23509 -2.99002
C 0.41712 2.33749 -2.78195
C 0.37217 3.00554 -1.60557
N -0.46446 2.71556 -0.56847
C -1.30720 1.69290 -0.70952
C -1.32799 0.93776 -1.94500
C -0.39577 3.39517 0.74599
H 0.78599 -2.60716 -7.84849
H -0.64205 -1.60506 -8.28464
H -0.88478 -3.03208 -7.40249
H -0.19867 -2.91045 -5.11261
H -0.38035 -1.68110 -3.15429
H -0.14106 1.97456 -5.42064
H 0.18530 0.43573 -7.50921
H 1.04188 2.70454 -3.58280
H 0.96449 3.88349 -1.39397
H -1.98392 1.45963 0.09920
H -2.00177 0.10483 -2.08155
H 0.54620 3.19568 1.25688
H -1.24303 3.37282 1.43138
H -0.33456 4.45330 0.49160
C -6.80220 0.79731 -12.77995
N -6.34767 1.66647 -11.72989
C -5.32716 2.50303 -11.91514
C -4.88717 3.37952 -10.88058
C -5.56964 3.38007 -9.70345
C -6.65342 2.50763 -9.52597
C -7.06191 1.72762 -10.57524
C -5.34654 4.35277 -8.65003
C -5.03138 3.85094 -7.37622
C -4.78546 4.81106 -6.38777
N -4.78631 6.12743 -6.64089
C -5.07329 6.58606 -7.88623
C -5.40178 5.75218 -8.94499
C -4.59468 7.15382 -5.61554
H -7.48118 1.44549 -13.33397
H -7.27213 -0.11814 -12.42047
H -5.89628 0.63729 -13.36458
H -4.85967 2.40223 -12.88348
H -4.22683 4.20925 -11.08530
H -7.10375 2.53142 -8.54463
H -7.91068 1.06580 -10.48597
H -5.06055 2.77835 -7.25324
H -4.68896 4.58512 -5.33609
H -4.82981 7.62449 -8.05592
H -5.54276 6.14660 -9.94046
H -3.58082 7.54309 -5.70861
H -4.85895 6.70076 -4.66002
H -5.36794 7.91162 -5.74162
C 7.14467 -7.86860 9.76077
N 6.62348 -7.96777 8.34101
C 5.24886 -8.09948 8.10507
C 4.87495 -8.14858 6.75398
C 5.80095 -8.13059 5.65588
C 7.11785 -7.98520 5.97379
C 7.53792 -7.91648 7.33533
C 5.32391 -8.33401 4.25933
C 4.72695 -9.58193 3.82829
C 4.41557 -9.74700 2.44450
N 4.61286 -8.71739 1.59778
C 5.17610 -7.55889 1.99822
C 5.54691 -7.37564 3.32353
C 4.27286 -8.91017 0.17935
H 6.44032 -8.08357 10.56437
H 7.50572 -6.86538 9.98727
H 7.92460 -8.59720 9.98199
H 4.41615 -8.04415 8.79059
H 3.82871 -8.25903 6.50989
H 7.86217 -7.96838 5.19142
H 8.58628 -7.78233 7.55748
H 4.49765 -10.34133 4.56120
H 4.05237 -10.70094 2.09164
H 5.24152 -6.77480 1.25840
H 6.05768 -6.46156 3.58808
H 3.59324 -9.75458 0.06460
H 5.14416 -8.83523 -0.47129
H 3.71823 -8.05160 -0.19929
C -4.17224 -11.18881 -5.14493
N -4.07366 -11.43200 -3.67944
C -3.04126 -12.16908 -3.21144
C -2.98272 -12.64793 -1.89771
C -3.98827 -12.20809 -0.99012
C -4.94702 -11.28970 -1.44897
C -5.07935 -11.01743 -2.86131
C -4.02662 -12.69328 0.45705
C -3.10404 -13.64597 0.90609
C -2.90385 -13.98913 2.27380
N -3.76306 -13.42763 3.15604
C -4.73474 -12.58547 2.73954
C -4.75710 -12.09627 1.45177
C -3.68064 -13.71635 4.53570
H -4.17623 -12.16087 -5.63807
H -3.32588 -10.63873 -5.55624
H -5.07733 -10.62080 -5.36007
H -2.30889 -12.47309 -3.94467
H -2.22642 -13.40597 -1.75703
H -5.73798 -10.85306 -0.85725
H -5.84318 -10.34310 -3.21943
H -2.48151 -14.12591 0.16547
H -2.21494 -14.76417 2.57565
H -5.31351 -12.16135 3.54673
H -5.39880 -11.26211 1.20928
H -2.85910 -13.12636 4.94202
H -3.35842 -14.75153 4.64830
H -4.65693 -13.68556 5.01945
C -4.06248 8.92367 9.86660
C -4.15510 8.19113 11.15927
C -5.41203 8.45130 11.98878
C -5.53432 7.50710 13.19124
N -6.75691 7.74601 14.15277
C -6.70970 6.81829 15.40104
C -8.04096 6.03998 15.42444
C -8.46672 5.88126 13.94541
C -8.05585 7.29158 13.43314
C -6.82583 9.22031 14.68898
H -4.00209 10.00855 9.95317
H -4.88851 8.70335 9.19041
H -3.14209 8.63297 9.36017
H -3.35162 8.53845 11.80880
H -3.93712 7.15938 10.88346
H -6.14447 8.18142 11.22800
H -5.26539 9.49503 12.26668
H -4.60826 7.54104 13.76515
H -5.66767 6.45261 12.94966
H -6.73953 7.33716 16.35915
H -5.89387 6.10074 15.31356
H -8.77394 6.40584 16.14345
H -7.68662 5.09063 15.82604
H -9.52897 5.67362 13.81654
H -7.96053 5.07613 13.41283
H -8.80921 8.07833 13.47271
H -7.78938 7.25111 12.37699
H -5.92257 9.38469 15.27652
H -7.72294 9.12829 15.30121
H -6.94792 9.93923 13.87882
C 7.10854 4.70215 -6.10944
C 7.37673 3.33680 -6.75371
C 7.80013 3.47172 -8.34088
C 6.69834 3.89785 -9.25874
N 7.18609 3.98881 -10.74069
C 6.01981 4.56213 -11.53361
C 6.30611 4.20308 -13.01415
C 7.09699 2.87833 -12.95072
C 7.47115 2.60407 -11.43972
C 8.39200 4.97364 -10.82051
H 6.15798 5.09328 -6.47215
H 7.91497 5.40990 -6.30145
H 7.04917 4.69998 -5.02106
H 6.55154 2.65744 -6.54013
H 8.23642 2.89395 -6.25082
H 8.07716 2.45063 -8.60303
H 8.71439 4.06074 -8.41358
H 6.54052 4.94106 -8.98505
H 5.79913 3.30096 -9.10627
H 5.88499 5.63784 -11.42048
H 5.07592 4.09316 -11.25569
H 6.84412 5.00217 -13.52412
H 5.32589 3.98339 -13.43724
H 7.97240 2.89510 -13.59994
H 6.46662 2.12307 -13.42009
H 8.50014 2.31283 -11.22886
H 6.86177 1.87099 -10.91117
H 8.61849 5.03231 -11.88510
H 9.26566 4.56785 -10.31047
H 8.12508 5.93431 -10.38011
As 6.75383 -4.31943 -7.20697
F 7.76600 -3.35848 -5.99162
F 5.99239 -2.81457 -7.68343
F 5.88668 -5.40014 -8.31756
F 7.58280 -5.76777 -6.67167
F 5.43303 -4.55494 -5.95981
F 7.97497 -3.96267 -8.52917
As -1.72838 -5.41261 2.48978
F -0.34037 -5.58471 3.71537
F -0.65809 -4.23512 1.60523
F -3.00434 -5.06597 1.24800
F -2.85421 -6.50379 3.42135
F -2.39449 -4.02739 3.37922
F -1.02369 -6.72244 1.47265
O 0.94959 6.72930 -8.68972
C 0.90175 7.96509 -8.18009
O 0.61949 8.87246 -8.95082
O 1.18608 8.17023 -6.94261
H 0.72886 7.02936 -9.57451
O 2.87677 -9.73686 -11.03697
C 1.79131 -10.03701 -10.44422
O 1.03683 -10.90781 -10.88743
O 1.64626 -9.44727 -9.35468
H 3.13215 -9.06980 -10.39556
O -8.09696 -4.80571 -9.14436
C -6.78133 -4.67301 -9.33021
O -6.33867 -5.28117 -10.31138
O -6.11006 -4.01422 -8.56952
H -8.28711 -5.39728 -9.87613
O 7.06289 8.26716 2.80615
C 5.80733 8.27644 3.10680
O 5.49022 7.88185 4.20902
O 5.02659 8.65359 2.23590
H 6.89680 8.51803 1.89451
O -6.69237 3.53349 7.87247
C -5.82127 2.65255 8.18436
O -5.13801 2.28817 7.27201
O -5.71300 2.29067 9.40094
H -6.43378 3.50597 6.94836
O -0.59580 -1.06878 -16.80203
C 0.72436 -1.24511 -16.70212
O 1.24873 -1.50574 -15.61306
O 1.41237 -1.31602 -17.70616
H -0.79935 -0.98070 -17.73606

***

(2)
93
Properties=species:S:1:pos:R:3 method="wB97M-V/def2-TZVPD" e_homo_ha=-0.427 lumo_energy_ev=-3.912 orbital_gap_ev=7.7 total_charge=+1
C 6.79065 -2.33384 2.27583
C 5.30424 -2.86372 2.28737
C 4.98230 -3.78496 1.06853
N 5.34843 -3.23472 -0.24896
C 4.66659 -2.02512 -0.60551
I 4.82246 -1.90600 -2.82396
C 3.13539 -2.00372 -0.30877
N 2.49662 -0.67827 -0.62704
C 1.02394 -0.72159 -0.33548
O 0.76507 -0.57277 1.04120
C -0.60592 -0.26133 1.22306
C -1.48462 -1.28500 1.97556
O -1.08746 0.75071 0.84591
C 3.23008 0.31866 0.20385
C 4.70340 0.32233 -0.27793
C 5.48977 1.37597 0.56008
C 4.94223 2.35856 1.47330
C 5.81529 3.23746 2.14272
N 7.15783 3.31868 2.11680
C 7.61465 2.39082 1.25549
C 6.91428 1.45723 0.47070
O 5.38778 -0.91324 -0.12110
H 6.84219 -1.28915 1.91304
H 7.45806 -2.99583 1.68728
H 7.15139 -2.30748 3.32998
H 4.56262 -2.03905 2.34382
H 5.23771 -3.51597 3.18816
H 3.92023 -4.14450 1.13478
H 5.59423 -4.70832 1.20391
H 5.33346 -3.92469 -0.99110
H 2.60445 -2.80840 -0.86338
H 2.87970 -2.18090 0.76293
H 2.56839 -0.43090 -1.62259
H 0.60528 0.18340 -0.84683
H 0.54058 -1.60052 -0.81621
H -1.90451 -1.99693 1.21967
H -2.32482 -0.72891 2.43769
H -0.87296 -1.78801 2.75276
H 2.82528 1.33739 0.06994
H 3.18672 0.08801 1.28473
H 4.70920 0.70506 -1.33217
H 3.85440 2.43202 1.65575
H 5.33044 3.98835 2.80204
H 8.72034 2.37037 1.15740
H 7.46319 0.78734 -0.21030
C -4.24625 -2.65601 -1.06084
C -5.33729 -2.71764 -1.82073
C -5.29307 -3.29993 -3.18282
O -6.28474 -3.35564 -3.87554
C -3.98751 -3.81216 -3.66484
C -2.89748 -3.74932 -2.90319
C -2.94425 -3.16718 -1.54316
O -1.94523 -3.11209 -0.84515
H -4.26050 -2.23377 -0.06373
H -6.29822 -2.34956 -1.48326
H -3.97350 -4.23521 -4.66145
H -1.93599 -4.11777 -3.23845
C 1.30767 6.30594 -0.47514
C 1.99401 5.28184 0.02609
C 1.31300 4.03978 0.45609
O 1.94717 3.10259 0.91775
C -0.15590 3.97518 0.30831
C -0.84556 4.99888 -0.19321
C -0.16625 6.24317 -0.62441
O -0.79160 7.17616 -1.08331
H 1.78699 7.22282 -0.79445
H 3.07075 5.30851 0.14234
H -0.63340 3.05820 0.62826
H -1.92186 4.97100 -0.30797
C -6.06492 -6.79882 1.33537
C -5.33882 -7.85174 0.96438
C -4.97212 -8.07138 -0.45496
O -4.31220 -9.02990 -0.79459
C -5.44367 -7.07329 -1.44470
C -6.16967 -6.02142 -1.07255
C -6.53572 -5.80174 0.34590
O -7.19521 -4.84002 0.68327
H -6.34278 -6.62230 2.36677
H -4.98570 -8.58971 1.67349
H -5.16595 -7.24913 -2.47663
H -6.52345 -5.28397 -1.78195
C -4.44728 8.83030 -0.87948
C -3.75918 7.80648 -0.37806
C -4.43898 6.56374 0.05223
O -3.81067 5.62699 0.51275
C -5.91072 6.50001 -0.09637
C -6.59926 7.52296 -0.59742
C -5.92031 8.76860 -1.02921
O -6.54670 9.69946 -1.48735
H -3.96858 9.74722 -1.19901
H -2.68365 7.83389 -0.26266
H -6.38863 5.58255 0.22346
H -7.67538 7.49491 -0.71290

***

(3)
84
Properties=species:S:1:pos:R:3 method="wB97M-V/def2-TZVPD" e_homo_ha=-0.581 lumo_energy_ev=-12.437 orbital_gap_ev=3.4 total_charge=+2 relative_energy_kcal_mol=0.00
Al -7.95437 -19.40602 17.85534
C -5.07727 -22.97111 15.11086
F -5.14506 -24.19706 14.67349
F -4.43577 -22.95334 16.27088
F -4.47258 -22.19999 14.22937
S -6.82131 -22.33192 15.38219
O -7.45598 -23.35488 16.17847
O -6.64256 -21.09903 16.15765
O -7.38503 -22.11361 14.08077
O -6.20693 -23.22799 20.94523
S -6.83851 -23.08088 19.68625
O -7.23951 -21.78959 19.20159
O -5.87687 -23.67433 18.57910
C -4.93946 -24.72627 18.91025
C -5.38308 -26.06322 18.35451
C -8.21241 -24.17290 19.50245
H -4.73651 -24.78194 19.97998
H -3.98855 -24.42200 18.47141
H -4.52954 -26.70738 18.12974
H -5.83441 -25.91732 17.37073
H -5.99791 -26.63822 19.04373
H -8.73419 -23.91697 18.58709
H -8.89009 -24.05872 20.34874
H -7.81765 -25.18467 19.53299
O -3.06579 -18.90123 19.62084
S -3.81079 -19.74236 18.75488
O -5.21460 -19.53968 18.50495
O -3.14860 -19.71632 17.31971
C -1.70319 -19.80654 17.22464
C -1.26795 -20.97263 16.37424
C -3.57844 -21.44961 19.21917
H -1.18149 -19.65254 18.17312
H -1.38767 -18.87355 16.74004
H -1.03933 -21.87608 16.94547
H -0.30029 -20.75053 15.91554
H -1.93766 -21.17135 15.54063
H -4.07353 -21.98168 18.40688
H -4.18276 -21.59061 20.11461
H -2.51639 -21.64197 19.30343
O -12.12342 -17.18744 18.65567
S -11.98000 -18.36132 17.87060
O -10.67901 -18.95740 17.70408
O -12.91085 -19.46850 18.46371
C -14.21628 -19.02758 18.98994
C -15.10049 -20.24186 18.83631
C -12.72263 -18.12158 16.27389
H -14.58583 -18.18295 18.40651
H -14.01756 -18.64760 19.98801
H -14.79808 -20.68924 17.88604
H -16.17972 -20.11835 18.81919
H -14.89934 -20.99594 19.60047
H -12.08796 -17.46338 15.68771
H -13.70367 -17.68684 16.43505
H -12.76723 -19.11365 15.82848
O -11.92421 -21.34947 16.38976
S -10.84389 -22.19997 16.72988
O -9.58219 -21.65792 17.19031
O -11.26914 -23.22118 17.86149
C -12.68410 -23.42451 18.11294
C -12.82313 -24.47509 19.17390
C -10.52600 -23.39006 15.44518
H -13.21016 -23.66254 17.18657
H -13.18354 -22.53230 18.49875
H -12.64138 -25.51117 18.86960
H -13.88399 -24.54008 19.43776
H -12.25348 -24.34119 20.09091
H -9.86984 -22.92102 14.71453
H -11.47257 -23.61791 14.96162
H -10.01105 -24.26215 15.83340
O -8.79130 -19.50855 15.11404
S -9.60202 -19.64140 13.92991
O -10.47879 -20.74970 13.79769
O -10.43343 -18.29897 13.88946
C -11.10882 -17.99614 12.63874
C -10.77475 -16.56958 12.22807
C -8.56008 -19.54641 12.50139
H -12.17808 -18.07764 12.84880
H -10.95934 -18.69281 11.81502
H -9.69709 -16.51331 12.06274
H -10.97002 -15.95733 13.10982
H -11.33848 -16.23630 11.36504
H -9.12287 -19.80129 11.61065
H -7.78230 -20.30116 12.61061
H -8.06257 -18.58049 12.46926

***

(4)
25
Properties=species:S:1:pos:R:3 method="wB97M-V/def2-TZVPD" e_homo_ha=-0.305 lumo_energy_ev=-4.767 orbital_gap_ev=3.5 total_charge=0 relative_energy_kcal_mol=209.91
C 0.49034 -0.61813 -1.67921
C 0.43943 0.84776 -1.29473
C -0.81437 1.20355 -0.50761
N -0.58034 0.99340 0.87657
C -1.76708 0.60922 1.56760
H 0.19069 -1.25496 -0.84182
H -0.34944 -0.86160 -2.36340
H 1.40587 -0.85658 -2.21599
H 1.31047 1.16378 -0.66751
H 0.46273 1.43249 -2.25315
H -1.11444 2.26991 -0.60710
H -1.72925 0.51922 -0.79313
H 0.17780 0.30463 0.98601
H -2.10385 -0.41283 1.29195
H -1.65251 0.59234 2.66467
H -2.58027 1.29553 1.34614
H 3.94263 -0.29292 -0.00573
H -1.11161 -2.19770 1.17441
O 3.02164 -0.09296 -0.18802
H 2.24423 -0.43923 0.83862
H 2.13993 -1.20960 2.18232
O 1.51848 -0.76641 1.59845
H -2.99606 -0.96862 -1.54394
H -1.66164 -2.69342 1.24835
O -2.39803 -1.04726 -0.78445